[1]
{"formula": "C4H6N2", "method": "ωB97M-V/def2-TZVPD", "symbols": ["C", "N", "H", "H", "H", "H", "C", "H", "C", "C", "H", "N"], "positions_angstrom": [[-0.526, -0.413, 0.338], [2.777, 1.047, -0.452], [-2.309, 0.606, -0.215], [-0.864, 1.374, -0.906], [-1.008, -0.938, 1.160], [1.326, -1.255, 1.154], [0.953, -0.638, 0.343], [-1.237, 1.546, 0.823], [-1.258, 0.855, -0.028], [1.930, 0.329, -0.121], [0.140, -1.139, -1.536], [0.077, -1.374, -0.560]], "forces_ev_per_angstrom": [[-0.1713, 0.0328, 0.2550], [-0.9530, -0.6675, 0.2905], [0.1798, 0.0706, -0.0533], [0.0975, -0.1464, 0.1014], [-0.0431, 0.1168, 0.0049], [0.2031, 0.1156, -0.0961], [0.1078, -0.0240, 0.2180], [0.0431, -0.1144, -0.1695], [0.0705, -0.0397, -0.0942], [0.5384, 0.5777, -0.3534], [0.0682, 0.5726, -0.1692], [-0.1411, -0.4941, 0.0660]], "charge": 0, "e_lumo_ev": 0.93, "de_lowest_kcal_mol": 38.5, "total_energy_ha": -265.474228, "homo_lumo_gap_ev": 10.8, "smiles": "C[C@H]1N[C@H]1C#N"}



[2]
{"formula": "C4H6N2", "method": "ωB97M-V/def2-TZVPD", "symbols": ["C", "C", "H", "H", "C", "N", "H", "C", "H", "H", "H", "N"], "positions_angstrom": [[-0.717, -1.201, 0.000], [-0.933, 1.060, 0.021], [-0.311, -2.172, 0.055], [-0.673, 2.001, -0.454], [3.586, -0.407, -0.101], [-0.002, -0.134, -0.119], [-3.219, 0.928, -0.171], [-2.284, 0.444, -0.148], [4.195, 0.089, -0.781], [3.200, -1.076, 0.629], [-0.865, 1.268, 1.125], [-1.976, -0.800, -0.057]], "forces_ev_per_angstrom": [[3.1709, 1.4118, -0.7577], [0.2796, -1.0391, 0.3899], [-0.1894, -1.1418, 0.0487], [0.0784, -0.2363, -0.5418], [0.4061, -1.0636, 1.0639], [-0.1185, 0.6705, 0.8947], [-1.3040, 0.1003, -0.1179], [2.3249, -0.3273, 0.8938], [0.6850, 1.4134, -1.6477], [-0.9422, -0.3357, 0.5751], [-0.2259, -0.0309, -0.4935], [-4.1650, 0.5788, -0.3074]], "charge": 2, "e_lumo_ev": [-12.69, -13.56], "de_lowest_kcal_mol": 183.5, "total_energy_ha": -264.471676, "homo_lumo_gap_ev": [7.7, 6.5]}